Below is C27H35N4O7PZn as an isolated structure, with properties calculated with the ωB97M-V functional and the def2-TZVPD basis.

```
75
Properties=species:S:1:pos:R:3:mulliken_charge:R:1
O -1.1136 0.3312 -4.0087 -0.224
H -0.4670 0.8594 -4.5064 0.337
Zn -0.6347 0.0553 -1.8928 -1.473
N -0.8601 1.9461 -1.2120 1.372
N 1.0012 0.9221 -2.6117 1.582
N -2.2695 -0.8046 -1.1824 0.813
N -0.4051 -1.8148 -2.4987 1.201
O -1.8437 2.2628 -0.4295 -1.039
O -3.0482 -0.1932 -0.2443 -0.605
O 0.5155 -2.1472 -3.4492 -0.581
O 1.7196 0.3261 -3.5022 -1.010
C 1.2597 2.1707 -2.1876 0.440
C 0.2363 2.7176 -1.3310 0.371
C -2.4180 -2.1087 -1.3854 0.330
C -1.3602 -2.6859 -2.1996 0.497
C 0.4150 3.9962 -0.5871 -1.946
H 1.1944 3.8943 0.1866 0.188
H -0.5293 4.2721 -0.1056 0.389
H 0.7235 4.7951 -1.2745 0.515
C 2.5025 2.8992 -2.5546 -1.590
H 2.9002 2.4929 -3.4907 0.366
H 3.2745 2.7915 -1.7800 0.060
H 2.2843 3.9668 -2.6769 0.429
C -3.5212 -2.9129 -0.7910 -1.703
C -1.3682 -4.1050 -2.6555 -1.612
H -4.2602 -2.2473 -0.3334 0.388
H -3.1335 -3.5942 -0.0194 0.211
H -4.0055 -3.5241 -1.5635 0.458
H -0.6829 -4.2259 -3.5005 0.415
H -2.3796 -4.3976 -2.9613 0.387
H -1.0583 -4.7828 -1.8472 0.248
H -2.6566 0.7427 -0.2149 0.476
H 1.0404 -1.2868 -3.5637 0.531
C -2.4099 0.9768 -3.9739 -0.703
H -2.3830 1.9619 -3.4919 0.244
H -3.0740 0.3140 -3.4146 0.161
H -2.7803 1.0706 -5.0030 0.392
O -4.3944 3.3817 -1.7080 -0.669
H -5.1249 2.8156 -1.4109 0.294
H -3.6331 3.0916 -1.1607 0.371
O -0.1843 -0.0653 0.3608 0.468
P 0.6871 -0.2852 1.5705 0.568
C 2.2493 0.5819 1.3443 0.112
C 2.9907 0.3377 0.1795 0.100
C 4.1218 1.1037 -0.1006 -0.962
C 4.5456 2.0887 0.7971 -0.218
C 3.8261 2.3097 1.9722 -0.709
C 2.6796 1.5650 2.2488 -0.650
C -0.1271 0.3462 3.0464 0.012
C 0.1248 -0.2123 4.3118 -0.358
C -0.5144 0.3117 5.4386 -0.630
C -1.4050 1.3827 5.3074 -0.468
C -1.6604 1.9300 4.0447 -0.723
C -1.0299 1.4069 2.9148 -0.332
C 0.9516 -2.0467 1.8033 -0.011
C 2.2307 -2.5973 1.9681 -0.307
C 2.3751 -3.9833 2.0827 -0.646
C 1.2520 -4.8155 2.0372 -0.518
C -0.0251 -4.2628 1.8787 -0.720
C -0.1773 -2.8815 1.7538 -0.268
H 2.6850 -0.4497 -0.5123 0.316
H 4.6746 0.9189 -1.0238 0.397
H 5.4364 2.6806 0.5758 0.402
H 4.1525 3.0722 2.6808 0.394
H 2.1109 1.7402 3.1624 0.363
H 0.8150 -1.0513 4.4101 0.398
H -0.3095 -0.1237 6.4179 0.398
H -1.9040 1.7874 6.1894 0.374
H -2.3519 2.7648 3.9330 0.442
H -1.2398 1.8201 1.9263 0.437
H 3.1039 -1.9445 2.0040 0.388
H 3.3727 -4.4085 2.2057 0.408
H 1.3697 -5.8967 2.1246 0.384
H -0.9085 -4.9043 1.8553 0.412
H -1.1700 -2.4431 1.6281 0.437
```

- multiplicity = 1
- molar mass (g/mol) = 624.0
- LUMO (Ha) = -0.0092
- energy (Ha) = -3916.11958
- ΔE to the lowest compared entry with this formula, charge and spin (kcal per mole) = 0.0